Below is a molecular structure, C31H66BrClF5N7O11PSi2 in a non-equilibrium geometry, with properties calculated with ωB97M-V/def2-TZVPD.

Computed properties:
total energy: -187371.94964 eV
HOMO-LUMO gap: 0.223 hartree
maximum force: 6.6 eV Å⁻¹

The geometry in ORCA input format:
```
! RIJCOSX wB97M-V def2-TZVPD def2/J DEFGRID3
* xyz -1 1
C -0.79 -1.33 5.29
C 0.51 -0.39 5.18
C 1.17 -0.35 3.69
N 0.16 0.21 2.76
Si 0.68 0.30 1.07
O -0.40 1.33 0.22
Si -0.26 3.01 0.62
C -2.00 3.77 0.17
C -3.20 3.17 1.03
C -4.58 3.03 0.25
Cl -5.68 1.96 1.32
C 0.96 3.95 -0.57
C 2.32 4.39 0.12
O 2.35 5.79 0.54
C 3.71 6.17 0.85
C 4.23 5.59 2.26
C 0.00 3.41 2.46
O -0.94 3.01 3.26
O 1.04 4.11 3.01
P 0.29 -1.75 0.21
O -1.19 -1.61 -0.68
Br -0.17 -3.25 1.85
C 2.55 0.62 0.77
F 2.66 1.31 -0.52
F 3.21 1.37 1.77
C 3.44 -0.72 0.56
F 3.35 -1.24 -0.75
F 3.25 -1.69 1.56
F 4.80 -0.29 0.69
H -0.67 -1.97 6.24
H -1.69 -0.65 5.45
H -0.94 -2.04 4.42
H 1.33 -0.89 5.84
H 0.36 0.65 5.62
H 1.49 -1.42 3.48
H 2.11 0.28 3.81
H -0.73 -0.30 2.77
H -2.18 3.44 -0.93
H -1.96 4.92 0.14
H -2.88 2.19 1.56
H -3.38 3.91 1.90
H -4.51 2.54 -0.77
H -5.14 4.03 0.19
H 1.13 3.34 -1.53
H 0.44 4.92 -0.93
H 2.63 3.77 1.02
H 3.16 4.27 -0.66
H 4.46 5.80 0.05
H 3.85 7.31 0.89
H 4.41 6.38 3.05
H 3.49 4.84 2.72
H 5.22 5.01 2.14
H -1.81 -1.20 -0.02
C -6.04 -3.37 0.13
C -4.71 -2.71 -0.09
O -4.22 -1.94 0.74
N -4.05 -2.98 -1.25
C -4.48 -3.85 -2.32
H -6.45 -3.06 1.10
H -6.74 -3.08 -0.65
H -5.92 -4.46 0.14
H -3.17 -2.50 -1.33
H -3.72 -4.63 -2.45
H -4.54 -3.26 -3.24
H -5.44 -4.31 -2.13
C -2.69 -8.36 -4.56
C -2.81 -7.19 -3.62
O -3.88 -6.64 -3.41
N -1.67 -6.76 -3.00
C -0.33 -7.29 -3.14
H -3.67 -8.60 -4.98
H -2.01 -8.11 -5.38
H -2.32 -9.24 -4.03
H -1.82 -5.98 -2.39
H 0.01 -7.62 -2.16
H 0.32 -6.50 -3.51
H -0.29 -8.14 -3.83
C 1.21 0.56 -3.14
C 0.28 0.80 -4.29
O -0.15 1.91 -4.57
N -0.08 -0.28 -5.04
C 0.32 -1.66 -4.86
H 1.42 1.50 -2.63
H 0.75 -0.13 -2.42
H 2.16 0.14 -3.50
H -0.71 -0.06 -5.80
H 0.82 -2.00 -5.77
H -0.58 -2.26 -4.70
H 0.99 -1.79 -4.02
C -4.95 -13.32 -3.48
C -4.59 -11.92 -3.90
O -3.58 -11.36 -3.50
N -5.44 -11.28 -4.75
C -6.67 -11.78 -5.32
H -4.19 -13.71 -2.81
H -5.91 -13.32 -2.96
H -5.00 -13.97 -4.36
H -5.14 -10.34 -4.99
H -6.58 -11.76 -6.41
H -7.49 -11.11 -5.01
H -6.89 -12.79 -4.99
C 6.62 4.35 6.91
C 5.69 4.57 5.75
O 5.27 5.68 5.46
N 5.33 3.48 5.01
C 5.73 2.11 5.20
H 6.82 5.29 7.41
H 6.16 3.67 7.63
H 7.57 3.93 6.56
H 4.71 3.71 4.24
H 6.24 1.77 4.29
H 4.83 1.51 5.36
H 6.40 1.99 6.05
C 3.22 11.94 1.66
C 3.66 10.62 1.08
O 4.09 9.72 1.77
N 3.55 10.46 -0.27
C 3.06 11.42 -1.24
H 3.36 11.93 2.74
H 3.82 12.75 1.24
H 2.16 12.11 1.44
H 3.86 9.55 -0.60
H 2.21 10.97 -1.76
H 3.86 11.61 -1.97
H 2.76 12.35 -0.78
*
```